[1]
Molecular formula: C4H10N2OS
Method: DFT, ωB97M-V/def2-TZVPD

```
18
Properties=species:S:1:pos:R:3:forces:R:3
C -1.2671 0.7829 -0.5624 1.924 1.699 1.210
N -0.9430 1.9466 -1.4353 0.962 -1.524 -1.918
C -0.0512 -0.0641 -0.1737 1.050 -0.258 1.769
C 0.3278 -1.1952 -1.2098 0.821 0.834 -1.140
S 0.8983 -0.4887 -2.8517 -0.206 -0.117 0.620
N -0.2442 -0.6108 1.2350 0.241 -1.592 -2.133
C 0.8861 -0.2948 2.3547 -0.431 -0.873 1.416
O 0.9753 -1.2734 3.2230 0.018 -0.424 -0.320
H -1.9488 0.1539 -0.9967 -1.904 -1.364 -1.716
H -1.7763 1.0972 0.3592 0.528 0.247 -0.180
H -0.3151 1.5419 -2.2041 -1.625 0.319 0.558
H -0.1708 2.4766 -1.0690 -0.036 0.509 1.327
H 0.8387 0.6496 -0.1497 -0.804 -0.896 0.032
H -0.4460 -1.9198 -1.5655 0.503 0.456 1.188
H 1.3100 -1.6652 -0.9087 -1.267 0.111 0.111
H -0.4525 -1.6821 1.1048 1.083 2.538 1.031
H 1.9421 -0.0526 1.9449 -1.266 0.200 -0.702
H 0.4368 0.5981 2.9050 0.409 0.132 -1.153
```
Forces are in eV/Å.

Values from the calculation:
Total charge: -1
Total energy in Eh: -741.24344
LUMO energy (spin up / spin down) in eV: 3.0 / 0.8
<S²>: 0.75
Multiplicity: 2
Energy above the lowest of the compared OMol25 structures with the same formula, charge and spin in kcal per mole: 76.7
Orbital gap (spin up / spin down) in Ha: 0.2077 / 0.1254

Here are the natural (NBO) charges for atoms 1 to 8, given in e: -0.24 -0.82 -0.09 -0.54 -0.02 -0.72 0.16 -0.91

[2]
Molecular formula: C3H3N2O2
Method: DFT, ωB97M-V/def2-TZVPD

```
10
Properties=species:S:1:pos:R:3:forces:R:3
C -0.6386 -0.3766 -0.2227 3.286 -1.315 2.912
C -0.3871 0.1421 -1.4839 0.556 0.711 -0.392
C -1.5963 0.4752 -0.6597 -1.329 -0.330 -0.268
N 1.3627 -0.0268 1.3781 -2.866 2.739 2.200
N 0.2629 -0.9252 1.1873 -1.997 -0.455 -3.977
O 0.3662 0.4013 -2.4311 -0.363 -0.375 0.308
O -2.6663 1.0063 -0.4379 -0.679 0.966 -0.131
H 0.8020 0.9325 1.4280 1.856 -2.433 0.194
H 1.9712 0.1322 0.6322 0.865 -0.225 -2.115
H 0.5233 -1.7608 0.6098 0.670 0.716 1.270
```
Forces are in eV/Å.

Values from the calculation:
Total charge: -1
SMILES string: NNc1c([O-])c1=O
Total energy in Eh: -376.00651
LUMO energy in eV: 4.1
Energy above the lowest of the compared OMol25 structures with the same formula, charge and spin in kcal per mole: 100.7
Orbital gap in Ha: 0.2697

Here are the natural (NBO) charges for atoms 1 to 8, given in e: -0.19 0.37 0.38 -0.67 -0.50 -0.71 -0.69 0.34

[3]
Molecular formula: C4H10
Method: DFT, ωB97M-V/def2-TZVPD

```
14
Properties=species:S:1:pos:R:3:forces:R:3
C 1.2805 0.7774 -0.5347 -0.350 -0.644 -0.250
C 0.6418 -0.4589 -0.8329 0.528 -0.678 2.042
C 0.8136 -1.5945 -0.0436 -1.386 1.060 -1.696
C -2.0352 0.7302 0.9303 0.475 -0.050 -0.189
H 1.1132 1.6144 -1.2135 0.116 0.047 0.429
H 1.5376 0.9294 0.5278 0.200 0.230 -0.778
H 0.0280 -0.5183 -1.7151 0.092 -0.189 -0.577
H -1.4221 1.5249 0.4895 -0.151 -0.071 0.228
H 0.5027 -2.5414 -0.4706 -0.035 -0.161 0.529
H 2.7546 -0.3696 -1.1808 0.581 0.720 -0.074
H 1.3609 -1.4796 0.8700 0.381 -0.427 0.283
H -1.9696 0.7704 2.0273 -0.290 0.130 -0.331
H -3.0572 0.8154 0.5409 0.143 -0.119 0.328
H -1.5488 -0.1998 0.6053 -0.304 0.153 0.055
```
Forces are in eV/Å.

Values from the calculation:
Total charge: -1
Total energy in Eh: -158.23217
LUMO energy (spin up / spin down) in eV: 4.3 / 4.3
<S²>: 0.76
Multiplicity: 2
Energy above the lowest of the compared OMol25 structures with the same formula, charge and spin in kcal per mole: 63.5
Orbital gap (spin up / spin down) in Ha: 0.1876 / 0.2120

Here are the natural (NBO) charges for atoms 1 to 8, given in e: -0.69 -0.19 -0.70 -0.88 0.17 0.18 0.17 0.23

[4]
Molecular formula: C29H61N3O14S4
Method: DFT, ωB97M-V/def2-TZVPD

```
111
Properties=species:S:1:pos:R:3:forces:R:3
C 10.0746 -4.7965 -2.7102 0.499 1.576 -0.010
C 9.8002 -3.7005 -3.7673 -1.059 -2.372 1.036
O 9.1521 -4.0458 -4.7196 -0.389 0.099 -1.783
N 10.1999 -2.4600 -3.5307 0.890 0.990 1.005
C 9.9980 -1.3222 -4.3834 -0.139 0.357 -0.319
H 10.6441 -5.5798 -3.2105 -0.231 -0.070 0.201
H 9.1243 -5.1400 -2.3015 0.111 -0.172 -0.271
H 10.6596 -4.3591 -1.9011 0.172 -0.334 0.205
H 10.3650 -2.2186 -2.5640 0.334 -0.228 -0.172
H 9.1507 -0.7536 -4.0000 0.046 0.329 -0.222
H 9.8023 -1.5749 -5.4255 -0.079 -0.416 0.264
H 10.9143 -0.7320 -4.3755 -0.155 0.240 0.072
C 0.4348 -9.6369 -3.0328 0.837 -0.144 -1.565
C -0.4225 -10.2515 -1.9765 -0.405 1.524 -0.268
O -1.2302 -9.5265 -1.4330 -0.501 0.386 0.836
N -0.3566 -11.5497 -1.6868 1.141 -0.847 -0.723
C 0.4225 -12.5076 -2.4766 0.106 -0.772 0.939
H 1.1613 -8.8934 -2.7051 -0.243 -0.094 0.629
H -0.2040 -9.1061 -3.7387 -0.225 0.012 0.196
H 1.0104 -10.3242 -3.6528 -0.006 -0.256 0.158
H -0.9206 -11.8024 -0.8880 0.053 -0.383 -0.290
H 0.2621 -13.4789 -2.0087 -0.304 -0.137 -0.386
H 1.5080 -12.4210 -2.4277 0.086 0.674 0.308
H 0.1973 -12.5400 -3.5426 -0.538 0.046 0.165
C -4.5089 -2.1770 6.6123 -0.114 -0.499 -0.747
C -5.8003 -2.7868 7.1798 2.065 1.843 -0.396
O -5.7430 -3.2191 8.2890 -0.636 -1.421 1.999
N -6.8945 -2.6663 6.4305 -1.870 -0.278 -1.190
C -8.2361 -3.1462 6.8061 0.228 0.777 0.664
H -4.1546 -1.2911 7.1394 -0.520 0.052 0.083
H -4.6060 -1.9765 5.5453 0.167 0.227 -0.055
H -3.7088 -2.9062 6.7402 -0.132 -0.144 -0.027
H -6.8191 -2.1437 5.5694 0.044 -0.242 0.181
H -8.6367 -3.9614 6.2036 0.424 -0.089 -0.019
H -8.9552 -2.3279 6.7688 0.063 0.170 -0.334
H -8.2288 -3.3993 7.8663 0.278 -0.396 -0.158
C -2.2874 5.4500 5.7708 1.218 0.346 0.463
C -1.9374 6.1216 7.1341 -2.695 -1.518 -1.084
O -3.2266 6.6720 7.5418 -0.500 0.390 1.790
C -3.9651 5.9669 8.4392 0.326 -1.946 0.915
O -3.7320 4.8165 8.8527 -0.483 2.955 -1.165
O -5.0231 6.7249 8.8345 0.808 0.055 -0.703
C -6.0555 6.1558 9.6321 -0.645 -0.467 0.372
H -1.2648 5.2125 5.4774 -0.260 -0.410 -1.189
H -2.8098 6.1374 5.1056 0.735 0.620 -0.006
H -2.9626 4.5999 5.6731 0.397 -0.414 1.121
H -1.1934 6.8930 6.9356 -0.477 0.305 0.411
H -1.6244 5.4203 7.9076 0.193 0.006 -0.220
H -5.7111 5.7153 10.5678 0.377 -0.153 -0.274
H -6.6712 5.4442 9.0819 0.475 -0.337 -0.182
H -6.7833 6.9154 9.9177 0.533 0.565 -0.251
C 3.2211 -2.6071 0.4227 0.089 -2.083 2.246
C 1.7118 -2.5664 0.5755 0.219 -0.333 -0.895
C 1.3769 -1.3081 -0.1225 -0.919 1.359 -1.156
S 2.4231 -1.2770 -1.7056 0.910 1.051 0.263
O 3.0233 0.0763 -1.9063 -1.482 -2.558 0.318
O 1.7998 -2.0059 -2.8058 0.072 0.957 0.885
C 3.6570 -2.3805 -0.9735 0.885 0.363 -0.923
H 3.4868 -3.6137 0.7454 0.521 -0.114 -0.110
H 3.6076 -1.9841 1.2293 0.426 0.539 -0.542
H 1.4401 -2.6514 1.6277 -0.191 0.325 -0.140
H 1.1997 -3.3467 0.0125 0.225 -0.477 0.192
H 1.6720 -0.4236 0.4420 -0.089 0.133 -0.198
H 0.3311 -1.2840 -0.4289 0.065 0.447 -0.089
H 4.6432 -1.9352 -1.1044 -0.139 0.360 0.261
H 3.7335 -3.3103 -1.5373 -0.590 0.042 -0.114
C -5.1273 -3.2261 -4.6390 0.333 -1.772 0.622
C -5.1015 -2.1488 -5.6558 0.400 1.698 -0.265
C -6.5016 -1.9516 -6.2049 -0.532 -1.080 0.487
S -7.5312 -2.0693 -4.6654 -0.483 -0.064 1.092
O -8.6606 -2.9893 -4.8968 1.563 1.389 0.347
O -7.7418 -0.7210 -4.0986 0.158 -1.872 -1.003
C -6.1631 -2.9154 -3.6142 -1.208 1.196 -0.143
H -4.2060 -3.3190 -4.0639 0.379 -0.070 -0.510
H -5.3211 -4.1762 -5.1370 0.000 -0.222 0.083
H -4.3357 -2.3505 -6.4048 -0.193 0.217 -0.159
H -4.8750 -1.2197 -5.1327 0.525 0.222 -0.114
H -6.7598 -2.8248 -6.8041 -0.336 0.019 -0.007
H -6.7542 -1.0490 -6.7613 0.228 0.066 0.365
H -6.5088 -3.7000 -2.9411 -0.392 -0.216 -0.656
H -5.7337 -2.1685 -2.9466 -0.433 0.484 -0.140
C 6.3825 6.0012 0.1217 -0.378 1.146 -0.507
C 7.7777 5.3513 0.0823 -1.182 -0.574 2.028
C 7.6051 4.1310 1.0166 -0.867 -0.517 -0.063
S 6.3986 4.5784 2.4122 -1.547 1.458 -0.630
O 7.0883 5.0402 3.6015 0.110 -0.947 -0.282
O 5.2396 3.6490 2.5280 2.535 1.398 -0.505
C 5.8667 6.1876 1.5499 1.214 -1.686 -0.204
H 5.6234 5.5133 -0.4897 0.283 -0.195 -0.190
H 6.5758 7.0023 -0.2638 -0.592 0.103 -0.385
H 8.4633 6.0601 0.5466 0.336 -0.047 -0.406
H 8.0349 5.0645 -0.9374 0.254 0.047 0.250
H 8.4849 3.6396 1.4320 -0.083 0.225 0.055
H 7.0082 3.4242 0.4402 0.114 -0.409 0.180
H 6.4948 6.9874 1.9422 -0.442 -0.145 0.772
H 4.7921 6.3025 1.6914 0.236 0.134 -0.117
C -1.3891 6.6026 -3.5906 1.264 -0.801 -0.231
C -2.5194 5.5616 -3.4495 -0.398 1.120 0.455
C -3.3705 5.7957 -4.6675 0.529 0.524 -1.052
S -3.5130 7.5915 -4.8316 0.192 1.559 -1.040
O -4.6442 8.1084 -4.0746 0.819 -0.571 -0.319
O -3.3654 7.9980 -6.2348 -0.224 -0.709 1.463
C -1.9254 7.9855 -3.8967 -1.739 0.113 0.194
H -0.7947 6.2605 -4.4378 0.135 0.195 -0.305
H -0.6630 6.5870 -2.7777 -0.314 0.095 0.326
H -3.0567 5.8541 -2.5473 -0.239 -0.677 0.208
H -2.2248 4.5129 -3.4893 0.360 0.214 0.575
H -4.2868 5.2295 -4.8344 -0.123 0.427 0.387
H -2.6990 5.5941 -5.5021 -0.184 -0.222 -0.378
H -2.3305 8.5738 -3.0734 -0.086 -0.613 0.614
H -1.2671 8.7354 -4.3354 0.006 -0.659 -0.897
```
Forces are in eV/Å.

Values from the calculation:
SMILES string: O=S1(=O)CCCC1.O=S1(=O)CCCC1.O=S1(=O)CCCC1.O=S1(=O)CCCC1.CCOC(=O)OC.CNC(C)=O.CNC(C)=O.CNC(C)=O
Total energy in Eh: -3951.81556
LUMO energy in eV: 0.1
Energy above the lowest of the compared OMol25 structures with the same formula, charge and spin in kcal per mole: 85.5
Orbital gap in Ha: 0.3551

Here are the Mulliken charges for atoms 1 to 8, given in e: -0.88 0.61 -0.61 -0.22 -0.84 0.25 0.25 0.29